--- w ---
C4H17N2O2 | the ωB97M-V functional and the def2-TZVPD basis

Atoms and positions in Å:
O1 2.43 -0.52 2.91
O2 0.49 0.93 4.12
N1 -1.70 -0.51 -0.58
N2 0.41 -0.63 0.69
C1 1.21 -0.12 -0.48
C2 -1.72 0.46 -2.93
C3 0.42 -0.14 -1.76
C4 -1.04 0.38 -1.57
H1 -0.12 1.28 4.76
H2 0.71 -1.52 1.07
H3 -2.57 -0.05 -0.32
H4 3.35 -0.72 2.92
H5 -2.79 0.33 -2.75
H6 0.84 0.52 -2.52
H7 -0.62 -0.68 0.34
H8 0.36 0.13 1.37
H9 1.47 0.91 -0.26
H10 -1.64 1.42 -3.43
H11 2.13 -0.68 -0.60
H12 0.44 -1.07 -2.34
H13 -1.28 -0.25 -3.63
H14 2.26 0.13 3.60
H15 -0.92 1.34 -1.08
H16 -2.00 -1.36 -1.07
H17 -0.12 0.42 3.54

As for the HOMO-LUMO gap: 11.43 eV. Its charge is +1. The spin multiplicity is 1.

=====

--- x ---
C4H17N2O2 | the ωB97M-V functional and the def2-TZVPD basis

Atoms and positions in Å:
O1 2.33 -1.43 0.30
O2 0.88 0.15 2.74
N1 -0.38 1.61 0.97
N2 0.11 -0.03 -1.30
C1 -1.60 0.71 1.00
C2 1.23 -0.60 -2.06
C3 -1.16 -0.67 -1.01
C4 -2.13 0.40 -0.43
H1 0.82 -0.40 3.52
H2 0.36 1.22 0.31
H3 0.01 1.75 1.88
H4 1.02 -0.65 -3.23
H5 1.56 -0.30 2.17
H6 0.06 0.96 -1.78
H7 -1.46 -1.31 -1.82
H8 2.20 -0.07 -1.80
H9 1.34 -1.62 -1.77
H10 -2.57 1.12 1.47
H11 -1.42 -0.24 1.57
H12 2.93 -0.83 0.09
H13 -3.24 0.09 -0.34
H14 -2.30 1.27 -1.10
H15 -0.42 2.61 0.59
H16 2.64 -2.26 0.45
H17 -0.80 -1.49 -0.42

As for the HOMO-LUMO gap: 9.41 eV. Its charge is +1. The spin multiplicity is 1.

=====

Relative energies, unit eV: w 0.000; x 2.126

=====

--- w ---
C50H120N2O23 | the ωB97M-V functional and the def2-TZVPD basis

Atoms and positions in Å:
O1 5.02 -3.63 -2.25
O2 0.99 -1.19 0.63
O3 2.07 -6.80 5.21
O4 -6.04 2.07 3.63
O5 -3.04 -2.80 6.03
O6 -3.07 2.11 3.21
O7 4.62 2.93 -3.24
O8 4.53 -0.53 -2.38
O9 -3.96 0.09 -9.84
O10 -3.29 -1.11 -6.48
O11 0.71 1.11 -2.08
O12 -0.82 4.92 -5.28
O13 3.76 0.22 1.34
O14 5.08 -4.58 1.65
O15 0.47 -3.52 2.25
O16 -3.17 -0.71 -3.82
O17 -2.20 6.02 -0.63
O18 0.11 7.22 0.70
O19 2.26 5.30 0.00
O20 -3.60 -2.28 0.30
O21 4.32 -2.55 3.45
O22 -0.97 0.46 4.51
O23 -4.36 -1.35 3.07
N1 -1.83 4.85 -7.99
N2 2.60 -4.62 6.92
C1 -4.21 -2.36 4.06
C2 1.43 -0.48 -0.48
C3 -0.07 -2.06 0.34
C4 -3.78 -1.09 -0.39
C5 0.35 2.45 -2.32
C6 -5.41 1.34 4.67
C7 -3.95 -0.99 -10.74
C8 1.46 7.53 0.37
C9 2.61 -6.03 7.36
C10 -3.61 -2.18 -5.67
C11 -1.85 -2.65 6.76
C12 -0.82 1.34 3.42
C13 1.20 -7.53 4.35
C14 -5.24 3.09 3.07
C15 3.51 -1.76 2.54
C16 3.99 1.69 -3.00
C17 -1.54 3.61 -7.16
C18 -0.80 7.93 -0.07
C19 -2.05 1.34 2.58
C20 3.84 -4.60 2.29
C21 0.72 0.85 -0.68
C22 -4.02 2.65 2.33
C23 0.27 0.15 5.11
C24 5.01 0.78 -2.36
C25 -1.52 4.98 0.06
C26 -5.27 -1.77 2.07
C27 -4.74 -2.71 1.00
C28 3.95 1.60 1.32
C29 3.46 5.33 0.75
C30 -0.52 -2.70 1.63
C31 -2.17 0.22 -4.06
C32 -2.15 7.26 -0.01
C33 -3.11 -1.91 4.97
C34 4.05 -0.36 2.58
C35 -3.30 -0.10 -8.62
C36 -0.01 -4.18 3.41
C37 2.25 -6.06 8.84
C38 1.97 6.51 -0.60
C39 4.50 -2.70 -1.39
C40 4.73 -3.33 -3.58
C41 -0.08 3.16 -7.38
C42 5.24 -5.57 0.69
C43 3.92 -3.85 3.57
C44 3.70 3.98 -3.33
C45 1.64 -6.85 6.55
C46 5.19 -1.35 -1.45
C47 -1.22 5.69 -4.18
C48 -3.83 -1.25 -7.77
C49 -2.91 -2.00 -4.37
C50 -1.72 3.96 -5.70
H1 1.22 -1.07 -1.40
H2 3.55 -2.14 1.51
H3 0.96 -0.31 4.40
H4 -4.50 0.83 4.36
H5 -1.72 -1.59 6.98
H6 -1.44 -3.28 1.49
H7 -6.16 -2.19 2.55
H8 -2.89 -0.91 -0.98
H9 -4.53 -3.69 1.43
H10 3.16 1.78 -2.29
H11 -2.05 -3.16 7.70
H12 -3.99 -3.34 3.64
H13 -4.70 -2.22 -5.53
H14 -1.72 4.03 -0.45
H15 -3.94 -0.23 0.29
H16 4.81 -4.23 -4.19
H17 -3.56 0.78 -8.01
H18 3.65 4.36 1.21
H19 -2.93 7.87 -0.45
H20 -0.88 8.98 0.21
H21 0.21 -7.06 4.25
H22 -2.53 1.18 -3.68
H23 3.34 6.01 1.60
H24 -2.07 0.37 -5.14
H25 6.00 0.92 -2.81
H26 -4.87 -1.01 -11.31
H27 5.10 1.08 -1.30
H28 3.86 1.97 0.30
H29 -1.01 -4.61 3.30
H30 1.96 7.47 1.34
H31 -0.74 -1.83 2.28
H32 -1.17 5.57 -7.70
H33 -2.43 7.15 1.06
H34 -3.69 -2.26 -8.20
H35 2.84 6.90 -1.16
H36 3.43 -2.56 -1.56
H37 -1.28 5.03 -3.30
H38 0.27 2.60 -3.39
H39 3.17 -4.03 1.63
H40 4.64 -4.31 4.24
H41 1.61 -7.90 6.87
H42 2.92 -3.92 4.03
H43 -3.14 -0.86 -11.48
H44 -1.89 1.73 1.56
H45 -0.54 7.90 -1.14
H46 -6.09 0.53 4.98
H47 -5.54 -2.85 0.26
H48 1.63 -7.51 3.34
H49 -2.24 2.84 -7.50
H50 -4.33 1.95 1.53
H51 4.56 -3.08 -0.37
H52 -5.57 -0.85 1.56
H53 1.25 1.64 -0.13
H54 -3.51 3.48 1.82
H55 3.00 4.10 -2.49
H56 2.90 -4.54 5.95
H57 -1.83 -2.13 -4.49
H58 -0.53 2.34 3.76
H59 0.63 -6.41 6.62
H60 5.13 -0.37 2.78
H61 3.60 0.23 3.39
H62 4.93 -5.22 -0.32
H63 -0.30 0.81 -0.24
H64 -0.64 2.64 -1.88
H65 0.17 2.34 -6.68
H66 -4.69 -1.05 -1.01
H67 2.48 -1.81 2.91
H68 -0.41 6.37 -3.92
H69 3.39 -5.59 2.43
H70 0.59 3.97 -7.08
H71 4.99 1.86 1.59
H72 5.11 -0.91 -0.45
H73 1.21 6.28 -1.35
H74 3.24 2.10 1.98
H75 -5.89 3.60 2.35
H76 0.25 -2.89 -0.32
H77 -3.35 -3.16 -6.11
H78 1.69 -4.19 7.01
H79 2.97 -5.48 9.43
H80 -1.68 3.02 -5.12
H81 -0.93 -1.55 -0.09
H82 4.28 5.58 0.07
H83 0.02 -0.40 6.01
H84 0.00 0.97 2.78
H85 0.25 2.83 -8.37
H86 1.09 -8.58 4.66
H87 -4.93 -1.16 -7.69
H88 -5.04 3.88 3.81
H89 1.24 -5.76 9.10
H90 4.26 4.92 -3.43
H91 -5.24 1.88 5.61
H92 -2.20 -0.05 -8.70
H93 3.63 -6.41 7.23
H94 -1.60 4.66 -8.96
H95 -1.02 -3.09 6.21
H96 3.62 1.39 -3.98
H97 -2.16 -1.83 4.42
H98 5.40 -2.58 -4.02
H99 -2.76 4.33 -5.67
H100 2.51 -0.40 -0.57
H101 -1.95 4.82 1.07
H102 -1.23 -0.04 -3.57
H103 -0.43 5.08 0.13
H104 1.64 8.56 0.02
H105 -5.18 -2.37 4.56
H106 -2.16 6.25 -4.29
H107 0.07 -3.50 4.27
H108 3.13 3.94 -4.28
H109 -2.45 0.32 2.46
H110 -3.25 -2.72 -3.62
H111 6.27 -5.89 0.60
H112 2.40 -7.07 9.24
H113 0.67 -5.01 3.64
H114 -3.34 -0.86 5.24
H115 6.25 -1.54 -1.65
H116 -3.76 -1.94 -10.23
H117 0.78 1.07 5.46
H118 3.71 -2.95 -3.71
H119 4.63 -6.47 0.86
H120 1.05 3.17 -1.88

As for the HOMO-LUMO gap: 9.72 eV. The spin multiplicity is 1. The structure (SMILES) is COC[C@H](C)N.COC[C@H](C)N.COCCOCCOC.COCCOCCOC.COCCOCCOC.COCCOCCOC.COCCOCCOC.COCCOCCOC.COCCOCCOC.

=====

--- x ---
C50H120N2O23 | the ωB97M-V functional and the def2-TZVPD basis

Atoms and positions in Å:
O1 -17.65 10.53 -7.79
O2 -24.16 18.26 -13.34
O3 -18.52 14.08 -14.42
O4 -15.47 12.17 -17.34
O5 -12.21 10.24 -14.22
O6 -17.00 8.25 -5.07
O7 -20.52 9.73 -15.74
O8 -18.47 15.98 -17.89
O9 -24.76 12.26 -15.71
O10 -20.54 14.63 -19.00
O11 -25.18 9.76 -18.43
O12 -14.20 15.10 -10.80
O13 -11.51 10.74 -17.93
O14 -18.96 13.40 -8.71
O15 -13.10 13.89 -14.96
O16 -11.09 7.96 -11.73
O17 -26.22 12.00 -12.98
O18 -20.74 9.14 -12.10
O19 -11.61 15.54 -9.61
O20 -13.91 9.06 -18.79
O21 -18.98 10.24 -19.00
O22 -16.91 18.11 -15.23
O23 -10.26 15.61 -7.02
N1 -21.01 15.63 -14.63
N2 -22.52 17.91 -15.57
C1 -11.61 15.29 -7.15
C2 -21.30 10.21 -11.51
C3 -11.49 9.36 -18.02
C4 -18.45 15.76 -19.31
C5 -25.08 18.50 -12.29
C6 -24.52 10.34 -17.30
C7 -25.76 12.98 -15.13
C8 -21.50 15.62 -19.53
C9 -19.30 14.56 -19.68
C10 -11.78 15.02 -10.94
C11 -17.66 16.96 -17.34
C12 -12.01 11.63 -14.63
C13 -19.43 10.14 -20.34
C14 -17.85 12.84 -14.78
C15 -26.33 12.21 -11.55
C16 -21.01 9.07 -13.52
C17 -14.50 10.31 -18.90
C18 -21.75 15.22 -12.41
C19 -11.69 14.58 -8.50
C20 -13.20 12.45 -15.20
C21 -11.56 9.77 -13.06
C22 -15.34 10.73 -17.60
C23 -24.12 16.27 -16.61
C24 -13.12 14.35 -11.34
C25 -17.42 8.75 -3.79
C26 -11.90 8.29 -12.84
C27 -23.92 17.48 -15.71
C28 -25.64 13.14 -13.63
C29 -19.92 9.87 -17.99
C30 -24.54 17.21 -14.27
C31 -19.63 13.91 -13.39
C32 -18.68 14.60 -9.42
C33 -17.82 9.32 -7.14
C34 -10.31 11.38 -17.99
C35 -16.16 12.84 -18.42
C36 -10.85 6.58 -11.61
C37 -12.93 8.70 -17.84
C38 -10.28 16.71 -6.02
C39 -19.61 10.36 -16.58
C40 -18.75 11.04 -8.54
C41 -16.71 17.70 -13.84
C42 -20.48 15.24 -13.34
C43 -25.07 11.76 -17.03
C44 -18.51 12.29 -9.41
C45 -20.18 9.96 -14.36
C46 -17.87 17.15 -15.80
C47 -14.20 14.70 -15.49
C48 -24.29 9.01 -19.24
C49 -15.46 14.55 -11.24
C50 -16.72 9.20 -6.12
H1 -16.65 16.62 -17.53
H2 -18.95 13.57 -19.40
H3 -10.48 9.73 -13.19
H4 -11.56 7.78 -13.75
H5 -20.87 10.26 -18.34
H6 -10.91 16.42 -5.18
H7 -18.66 9.62 -20.90
H8 -21.38 14.89 -11.44
H9 -24.63 9.79 -16.37
H10 -19.02 14.71 -10.45
H11 -22.08 9.18 -13.69
H12 -24.56 12.41 -17.74
H13 -25.61 17.15 -14.45
H14 -16.56 13.74 -17.95
H15 -18.70 9.82 -16.34
H16 -13.72 10.99 -19.23
H17 -16.92 9.59 -3.31
H18 -20.20 11.04 -14.21
H19 -24.57 13.16 -13.45
H20 -18.88 16.64 -19.80
H21 -16.54 18.45 -13.06
H22 -17.62 14.85 -9.50
H23 -23.27 9.39 -19.20
H24 -21.99 17.09 -15.30
H25 -13.87 15.74 -15.41
H26 -17.54 7.84 -3.20
H27 -11.53 12.23 -13.85
H28 -11.81 10.32 -12.15
H29 -12.12 14.65 -6.43
H30 -26.02 13.93 -15.60
H31 -9.31 17.07 -5.71
H32 -19.80 15.99 -12.94
H33 -15.78 8.94 -6.61
H34 -27.15 11.58 -11.22
H35 -17.48 15.82 -19.81
H36 -12.23 16.15 -7.40
H37 -9.99 6.55 -10.94
H38 -13.10 13.34 -10.93
H39 -23.45 10.41 -17.51
H40 -15.52 12.98 -19.28
H41 -16.36 10.36 -17.69
H42 -24.34 7.95 -18.98
H43 -16.11 15.43 -11.19
H44 -14.17 11.97 -15.07
H45 -26.13 11.82 -17.27
H46 -22.54 14.56 -12.75
H47 -11.14 9.05 -19.00
H48 -25.20 17.62 -11.66
H49 -14.97 10.21 -16.71
H50 -10.86 8.96 -17.23
H51 -10.84 13.92 -8.67
H52 -21.72 15.64 -20.59
H53 -23.51 15.42 -16.32
H54 -25.14 15.90 -16.58
H55 -17.48 12.40 -9.76
H56 -20.29 13.07 -13.60
H57 -10.48 6.06 -12.50
H58 -18.28 11.94 -14.33
H59 -17.33 16.89 -13.47
H60 -20.91 11.11 -11.98
H61 -22.18 16.22 -12.28
H62 -20.95 8.06 -13.94
H63 -20.28 16.11 -15.14
H64 -16.57 10.14 -5.60
H65 -15.75 17.19 -13.76
H66 -15.78 13.83 -10.48
H67 -21.09 14.78 -15.17
H68 -12.82 7.61 -17.81
H69 -18.44 9.14 -3.73
H70 -22.46 15.36 -19.08
H71 -17.76 17.91 -17.88
H72 -18.84 17.45 -15.40
H73 -21.03 10.14 -10.45
H74 -26.03 14.08 -13.23
H75 -24.32 16.27 -13.76
H76 -19.49 14.36 -20.74
H77 -19.49 11.44 -16.52
H78 -26.08 18.86 -12.54
H79 -21.38 16.60 -19.06
H80 -19.15 10.31 -9.25
H81 -19.61 11.24 -7.90
H82 -15.19 10.34 -19.74
H83 -19.11 15.39 -8.81
H84 -24.49 19.15 -11.64
H85 -19.38 11.15 -20.77
H86 -23.74 16.53 -17.60
H87 -11.81 15.87 -11.62
H88 -16.87 12.96 -14.32
H89 -20.01 8.79 -18.11
H90 -15.07 14.49 -14.87
H91 -14.45 14.45 -16.52
H92 -10.47 12.44 -17.80
H93 -18.80 9.26 -6.67
H94 -17.63 16.16 -15.42
H95 -12.96 8.16 -12.62
H96 -11.68 6.02 -11.16
H97 -19.15 9.72 -14.12
H98 -24.45 9.06 -20.32
H99 -13.06 12.42 -16.28
H100 -20.40 9.70 -20.59
H101 -25.46 11.97 -10.95
H102 -26.66 13.22 -11.32
H103 -9.79 11.16 -18.92
H104 -12.64 14.06 -8.55
H105 -24.51 18.23 -16.23
H106 -15.37 14.07 -12.21
H107 -9.68 10.99 -17.19
H108 -13.25 9.00 -16.84
H109 -11.00 14.34 -11.29
H110 -22.39 10.13 -11.56
H111 -22.48 18.52 -14.77
H112 -19.01 12.24 -10.37
H113 -16.99 12.28 -18.86
H114 -11.23 11.59 -15.40
H115 -13.22 14.39 -12.42
H116 -19.28 13.83 -12.36
H117 -17.65 12.71 -15.85
H118 -17.64 8.43 -7.75
H119 -10.85 17.49 -6.52
H120 -26.73 12.51 -15.26

As for the HOMO-LUMO gap: 8.97 eV. The spin multiplicity is 1. The structure (SMILES) is COC[C@H](C)N.COC[C@H](C)N.COCCOCCOC.COCCOCCOC.COCCOCCOC.COCCOCCOC.COCCOCCOC.COCCOCCOC.COCCOCCOC.

=====

Relative energies, unit eV: w 0.000; x 6.686

=====

--- w ---
C3H3O3P | the ωB97M-V functional and the def2-TZVPD basis

Atoms and positions in Å:
P1 -2.15 0.39 -0.08
O1 -2.90 0.37 1.20
O2 -1.16 -2.70 0.37
O3 -3.00 0.60 -1.33
C1 -1.24 -1.54 0.00
C2 0.06 -0.42 0.11
C3 -0.42 1.25 -0.04
H1 0.63 -0.45 1.15
H2 -0.32 1.77 -1.15
H3 0.95 -0.57 -0.52

As for the HOMO-LUMO gap: 5.53 eV. Its charge is -2. The spin multiplicity is 1.

=====

--- x ---
C3H3O3P | the ωB97M-V functional and the def2-TZVPD basis

Atoms and positions in Å:
P1 0.39 -0.04 0.89
O1 1.84 -0.30 1.22
O2 -1.03 -2.20 -0.46
O3 -0.64 -0.04 2.00
C1 -0.13 -1.78 0.24
C2 0.04 0.43 -0.95
C3 0.24 1.59 -0.06
H1 -0.76 2.05 0.14
H2 -0.87 0.23 -1.54
H3 0.92 0.07 -1.48

As for the HOMO-LUMO gap (alpha / beta): 4.55 / 4.55 eV. Its charge is -2. The spin multiplicity is 1.

=====

Relative energies, unit eV: w 0.000; x 0.687